# 1
Formula: C10H22NO2S
Source: the Open Molecules 2025 dataset
Level of theory: ωB97M-V/def2-TZVPD

Values from the calculation:
HOMO-LUMO gap in eV: 6.768
Charge: +1

Last column: Mulliken charge in e.
Element x y z (Å)
1 C -3.4372 1.9445 0.1957  0.62
2 C -3.3672 2.4418 -0.8806  -0.71
3 S -2.9608 2.7752 -2.5222  0.04
4 C -1.1588 2.5367 -2.6690  0.13
5 C -0.3598 3.8174 -2.2909  -1.11
6 H -3.3559 1.4531 1.1415  0.43
7 H -3.5350 1.7705 -3.2475  0.27
8 H -0.9531 2.3157 -3.7207  0.43
9 H -0.8387 1.7051 -2.0031  -0.15
10 H -0.8830 4.7363 -2.5854  0.40
11 H -0.1712 3.8863 -1.2194  0.30
12 H 0.5637 3.8138 -2.8745  0.35
13 C 0.7483 1.4107 0.4915  -0.84
14 O 0.2265 0.3354 -0.2751  -0.20
15 C 1.2310 -0.4012 -0.9838  -0.91
16 C 1.4222 -1.7830 -0.3864  -0.28
17 N 2.0629 -1.7108 0.9206  -0.31
18 C 2.0409 -2.9669 1.6740  -0.68
19 C 0.6832 -3.5589 2.0520  -0.47
20 O -0.0403 -2.8032 3.0101  -0.43
21 C -0.7840 -1.7228 2.4888  -0.49
22 H -0.0934 2.0209 0.8234  0.22
23 H 1.2784 1.0549 1.3778  0.35
24 H 1.4169 2.0312 -0.1125  0.38
25 H 2.1747 0.1477 -1.0350  0.47
26 H 0.8610 -0.5232 -2.0068  0.36
27 H 2.0465 -2.3774 -1.0589  0.41
28 H 0.4339 -2.2564 -0.3286  0.17
29 H 1.5998 -1.0040 1.4753  0.06
30 H 2.5895 -2.7825 2.6002  0.38
31 H 2.6097 -3.7164 1.1158  0.39
32 H 0.8788 -4.5216 2.5298  0.36
33 H 0.0575 -3.7786 1.1790  0.34
34 H -1.1706 -1.9321 1.4870  0.26
35 H -0.1858 -0.8065 2.4818  0.14
36 H -1.6306 -1.5517 3.1561  0.33

# 2
Formula: C14H39ClN5O11
Source: the Open Molecules 2025 dataset
Level of theory: ωB97M-V/def2-TZVPD

Values from the calculation:
HOMO-LUMO gap in eV: 9.440
Charge: -1

Last column: Mulliken charge in e.
Element x y z (Å)
1 Cl 0.2446 -1.1621 1.5008  1.58
2 O -0.5122 -0.9301 2.7132  -0.73
3 O 0.8954 -2.4394 1.5462  -0.72
4 O -0.6586 -1.1412 0.3632  -0.58
5 O 1.2355 -0.1089 1.3723  -0.48
6 C 3.9531 0.7603 2.0258  -0.21
7 N 4.3011 -0.0574 3.2588  1.06
8 O 4.5697 -1.2254 3.0941  -0.59
9 O 4.3002 0.5226 4.3278  -0.60
10 H 3.3698 1.5781 2.4245  0.33
11 H 3.3658 0.0548 1.4450  -0.30
12 H 4.9130 0.9996 1.5847  0.36
13 C 0.8119 1.8611 4.0992  -0.36
14 N 1.2003 2.9786 5.0048  0.96
15 O 2.2306 2.8634 5.6349  -0.55
16 O 0.4437 3.9301 5.0795  -0.59
17 H 1.6938 1.2852 3.8431  -0.04
18 H 0.3457 2.2697 3.2113  0.21
19 H 0.1392 1.2129 4.6530  0.31
20 C 0.9133 2.6111 -0.4369  -1.15
21 C 0.6760 1.9752 -1.7832  0.99
22 C -0.5687 1.1255 -1.7757  0.09
23 O -0.7623 0.5978 -3.0778  -0.51
24 C -2.0453 0.0637 -3.2707  -0.55
25 N 0.6783 3.0106 -2.8522  -0.85
26 H 1.8764 3.1130 -0.3599  0.39
27 H 0.9052 1.8493 0.3539  -0.01
28 H 0.1225 3.3178 -0.1612  0.41
29 H 1.5610 1.3717 -2.0130  -0.29
30 H -1.4500 1.7191 -1.4904  0.52
31 H -0.4492 0.3159 -1.0451  -0.33
32 H -2.8198 0.8408 -3.2443  0.31
33 H -2.2902 -0.6836 -2.5062  -0.05
34 H -2.0512 -0.4427 -4.2351  0.36
35 H -0.0838 3.6637 -2.6774  0.31
36 H 0.4118 2.5384 -3.7146  0.31
37 C -5.2983 0.1162 2.3523  -1.48
38 C -4.1867 -0.2400 1.3726  0.78
39 C -4.6306 -0.0891 -0.0730  -0.11
40 O -5.4370 -1.1283 -0.5792  -0.42
41 C -4.7498 -2.3669 -0.6956  -0.52
42 N -3.0161 0.6142 1.5613  -0.72
43 H -5.8978 0.9799 2.0502  0.30
44 H -4.8916 0.3371 3.3443  0.42
45 H -5.9969 -0.7109 2.5026  0.32
46 H -3.9588 -1.3024 1.5484  0.15
47 H -3.7407 0.0556 -0.7014  -0.21
48 H -5.2187 0.8308 -0.1515  0.42
49 H -3.7640 -2.2129 -1.1507  0.12
50 H -5.3617 -3.0155 -1.3148  0.27
51 H -4.5751 -2.8280 0.2802  0.29
52 H -2.1753 0.0998 1.3036  0.04
53 H -2.8923 0.7993 2.5507  0.29
54 C 1.1812 -2.5831 -2.2074  -1.21
55 C 2.1171 -1.4906 -2.6863  1.67
56 C 3.5531 -1.9459 -2.8483  -0.94
57 O 4.1538 -2.5465 -1.7146  -0.40
58 C 3.9512 -1.8735 -0.4849  -0.04
59 N 1.6666 -0.9129 -3.9674  -0.78
60 H 1.5770 -2.8544 -1.2267  0.24
61 H 1.2165 -3.4218 -2.9014  0.39
62 H 0.1851 -2.1755 -2.0499  0.17
63 H 2.1405 -0.7098 -1.9039  -0.56
64 H 4.1536 -1.0972 -3.2169  0.33
65 H 3.6078 -2.7168 -3.6258  0.30
66 H 4.3918 -2.5138 0.2852  0.26
67 H 2.9050 -1.7548 -0.2076  -0.38
68 H 4.5424 -0.9488 -0.4264  0.31
69 H 2.2369 -0.0941 -4.1691  0.33
70 H 0.7450 -0.5385 -3.7412  0.37

# 3
Formula: C5H16N2O
Source: the Open Molecules 2025 dataset
Level of theory: ωB97M-V/def2-TZVPD

Values from the calculation:
HOMO-LUMO gap (spin up / spin down) in eV: 10.263 / 5.199
ΔE to the lowest compared entry with this formula, charge and spin in kcal per mole: 24.2
2S+1: 2
Charge: +1

Last column: Mulliken spin population.
Element x y z (Å)
1 C -0.4997 2.6968 -0.4182  0.00
2 C -0.2401 1.2624 -0.0077  0.02
3 C -0.3773 0.2336 -1.1475  0.03
4 C -0.2272 -1.2068 -0.5723  0.05
5 C -1.3557 -2.5800 1.1696  0.01
6 N -1.4533 -1.5417 0.1465  0.78
7 N 0.9929 1.0467 0.7452  0.01
8 H 0.0622 3.4451 0.1152  0.00
9 H -1.5380 2.9619 -0.5537  0.00
10 H -0.0906 2.7861 -1.4453  0.00
11 H -1.0393 0.8688 0.6650  0.00
12 H -1.4039 0.3491 -1.5029  0.00
13 H 0.4156 0.2856 -1.8831  0.00
14 H 0.1642 -1.8845 -1.3403  0.05
15 H 0.5210 -1.1808 0.2257  0.00
16 H -1.0048 -3.5690 0.8795  0.04
17 H -0.8588 -2.0946 2.0111  0.02
18 H -2.3859 -2.7015 1.5258  0.00
19 H -2.2515 -1.5294 -0.4794  -0.02
20 H 1.7697 1.4958 0.2974  0.00
21 H 1.0052 1.1891 1.7466  0.00
22 H 2.6288 -0.3047 0.4742  0.00
23 H 3.6515 0.2678 -0.7204  0.00
24 O 3.5150 -0.2958 0.0691  0.00

# 4
Formula: C3H6N2O2
Source: the Open Molecules 2025 dataset
Level of theory: ωB97M-V/def2-TZVPD

Values from the calculation:
HOMO-LUMO gap in eV: 9.709
ΔE to the lowest compared entry with this formula, charge and spin in kcal per mole: 51.0
SMILES: NC(N)=CC(=O)O
Charge: 0

Last column: Mulliken charge in e.
Element x y z (Å)
1 N -0.9421 1.2473 0.1231  -0.57
2 C -0.8199 -0.1198 -0.1265  0.54
3 N -2.0788 -0.6557 -0.1164  -0.62
4 C 0.3174 -0.8113 -0.2169  -0.78
5 C 1.5613 0.0286 -0.1112  0.83
6 O 1.7813 1.1774 -0.1073  -0.66
7 O 2.6245 -0.7907 0.1513  -0.49
8 H -1.5815 1.8554 -0.3954  0.25
9 H 0.0656 1.6538 0.1466  0.26
10 H -2.2846 -1.6490 0.3738  0.29
11 H -2.5560 -0.0686 0.5976  0.31
12 H 0.6855 -1.8435 -0.1706  0.30
13 H 3.2270 -0.0240 -0.1480  0.35

# 5
Formula: C4H18N3O4
Source: the Open Molecules 2025 dataset
Level of theory: ωB97M-V/def2-TZVPD

Values from the calculation:
HOMO-LUMO gap in eV: 10.313
ΔE to the lowest compared entry with this formula, charge and spin in kcal per mole: 0.0
Charge: +1

Last column: Mulliken charge in e.
Element x y z (Å)
1 N 0.0177 -0.9948 -0.0135  -0.02
2 C 0.5090 0.4127 -0.0411  0.07
3 C 0.7983 0.9728 1.3274  -1.05
4 C -0.3997 1.1889 2.3121  -0.65
5 N -1.3607 0.0824 2.2279  -0.54
6 C 1.7383 0.4631 -0.9709  0.41
7 N 2.0716 1.6636 -1.4447  -0.32
8 O 2.1671 -0.6054 -1.3721  -0.66
9 H -0.2547 -1.2298 0.9436  0.41
10 H -0.7498 -1.1466 -0.6693  0.25
11 H 0.7569 -1.6543 -0.2723  0.39
12 H -0.3310 0.9776 -0.4499  0.25
13 H 1.6532 0.4730 1.7960  0.42
14 H 1.2225 1.9720 1.1779  0.51
15 H 0.0327 1.1908 3.3043  0.34
16 H -0.8058 2.1291 1.9482  0.35
17 H -2.3072 0.3258 1.9737  0.19
18 H -1.3912 -0.4053 3.1117  0.22
19 H 1.5391 2.4907 -1.2549  0.23
20 H 2.6567 1.6834 -2.2641  0.26
21 H -0.9183 1.8027 -2.9095  0.29
22 H -0.6420 3.3316 -2.9957  0.32
23 O -0.2288 2.4682 -2.8676  -0.59
24 H -1.1964 -1.7703 -2.9210  0.31
25 H -2.0440 -2.9809 -2.4504  0.29
26 O -1.6181 -2.1720 -2.1529  -0.65
27 H -1.0860 -3.4987 1.7100  0.30
28 H 0.3606 -3.9715 1.6982  0.28
29 O -0.1899 -3.1987 1.5187  -0.61

# 6
Formula: C4H8
Source: the Open Molecules 2025 dataset
Level of theory: ωB97M-V/def2-TZVPD

Values from the calculation:
HOMO-LUMO gap in eV: 8.523
ΔE to the lowest compared entry with this formula, charge and spin in kcal per mole: 142.2
Charge: 0

Last column: Mulliken charge in e.
Element x y z (Å)
1 C 0.5991 -0.2742 -1.3176  -0.80
2 C -0.7439 -0.1281 -0.9874  0.80
3 C -1.4926 0.8591 -0.2883  -0.85
4 C -1.1446 -1.2241 -1.7402  -0.83
5 H 1.0432 -1.3285 -1.2457  0.25
6 H 0.8703 0.1615 -2.4372  0.20
7 H 3.2864 1.9562 6.2912  0.00
8 H -2.4770 0.7577 -0.3613  0.39
9 H -0.9222 1.6833 -0.1054  0.35
10 H -1.2311 -2.1562 -1.2495  0.25
11 H 2.9988 1.2480 6.3145  0.00
12 H -0.7863 -1.5546 -2.8731  0.23

# 7
Formula: C4H8B2
Source: the Open Molecules 2025 dataset
Level of theory: ωB97M-V/def2-TZVPD

Values from the calculation:
HOMO-LUMO gap in eV: 8.258
ΔE to the lowest compared entry with this formula, charge and spin in kcal per mole: 41.9
SMILES: B[C@]12C[C@@]1(B)C2
Charge: 0

Last column: Mulliken charge in e.
Element x y z (Å)
1 B -2.0439 0.7156 -0.3204  0.04
2 C -0.9097 -0.1426 -0.0503  0.00
3 C -0.0262 -0.1515 1.1667  -0.35
4 C 0.8693 -0.1479 -0.1038  0.04
5 B 2.0828 0.6759 -0.3455  0.01
6 C -0.0549 -1.1972 -0.6807  -0.40
7 H -2.1207 1.6354 0.3349  -0.08
8 H -3.0261 0.3914 -0.8783  -0.06
9 H 0.1381 0.8835 1.5797  0.29
10 H -0.0517 -1.0878 1.8057  0.20
11 H 2.3496 1.5622 0.4488  -0.07
12 H 3.0180 0.4296 -1.0772  -0.06
13 H -0.1140 -2.1423 -0.1220  0.15
14 H -0.1109 -1.4243 -1.7579  0.29

# 8
Formula: C6H6F12N2O10S4Tl
Source: the Open Molecules 2025 dataset
Level of theory: ωB97M-V/def2-TZVPD

Values from the calculation:
HOMO-LUMO gap in eV: 1.333
Charge: +1

Last column: Mulliken charge in e.
Element x y z (Å)
1 Tl -1.5724 0.3010 2.7356  0.99
2 C 2.8086 6.1772 4.0537  0.68
3 F 3.9592 5.6347 3.5896  -0.15
4 F 2.5050 5.8307 5.3088  -0.18
5 F 2.7993 7.5455 4.0197  -0.20
6 S 1.1530 5.7008 2.8668  1.01
7 O 0.1960 4.9522 3.6952  -0.65
8 O 0.5434 6.8355 2.2451  -0.48
9 N 1.7571 4.4137 1.9000  -0.26
10 S 2.4617 5.1844 0.7365  1.02
11 O 1.7203 5.2411 -0.5195  -0.50
12 O 3.1942 6.3998 1.0755  -0.46
13 C 3.8629 3.9464 0.2205  0.67
14 F 4.6112 4.7251 -0.5088  -0.19
15 F 4.5616 3.5843 1.2876  -0.18
16 F 3.3451 2.9509 -0.5426  -0.18
17 C 1.3140 -4.3017 -1.6192  0.72
18 F 0.3833 -5.0590 -2.2907  -0.21
19 F 2.5320 -4.8807 -1.7613  -0.19
20 F 1.3790 -3.0595 -1.9826  -0.16
21 S 0.9558 -4.4147 0.2027  0.99
22 O 1.6550 -5.5155 0.8053  -0.49
23 O 1.3426 -3.1456 0.7742  -0.61
24 N -0.8506 -4.3106 0.3323  -0.26
25 S -1.2795 -5.7620 0.5867  1.04
26 O -0.4702 -6.9662 0.1941  -0.43
27 O -1.6296 -5.8242 2.0355  -0.45
28 C -3.0911 -5.8695 -0.2991  0.62
29 F -3.0519 -5.7175 -1.6979  -0.20
30 F -3.6732 -7.0058 0.0448  -0.17
31 F -4.0105 -4.9691 0.2039  -0.21
32 C -2.4709 0.2049 -3.1491  -0.40
33 C -3.5045 -0.8933 -2.7763  -0.36
34 O -4.1814 -0.8951 -1.5255  -0.51
35 O -1.4844 0.3319 -2.1563  -0.50
36 H -2.8586 1.2149 -3.2827  0.32
37 H -2.1884 -0.0960 -4.1579  0.32
38 H -2.8439 -1.7587 -2.8288  0.20
39 H -4.2420 -0.8149 -3.5751  0.35
40 H -5.0123 -0.4501 -1.7075  0.32
41 H -0.6250 0.5351 -2.5329  0.31

- What is the charge in the seventh record?
  0